No. 1
DFT (ωB97M-V/def2-TZVPD) results for a structure of composition C21H15BrF8N2O6S2SiTc in a non-equilibrium geometry.

ORCA input file:
```
! wB97M-V def2-TZVPD RIJCOSX def2/J DEFGRID3
* xyz 0 2
C 0.9369 -5.8702 0.6273
C 0.2258 1.3437 -0.2174
H 2.7003 0.9715 7.7747
C 2.0812 -1.4111 -5.1478
H 1.1604 1.8811 -0.0664
H 0.8461 -1.0634 4.4732
N 3.0587 1.7488 5.9069
C 2.1080 -3.8098 1.0264
S -3.2796 -0.1690 -0.9226
F -2.3976 0.6918 2.0700
H 3.1231 -1.0371 0.0443
F -5.0082 -2.1209 -1.4783
C 1.8685 -5.1375 1.3482
F -4.5515 -0.7997 -3.1176
F -3.0895 -2.2707 -2.4846
C 1.8783 -1.2812 -2.3615
O -1.1982 -2.4166 1.5174
C -4.0506 -1.4353 -2.0694
C 3.1250 -1.3211 -2.9854
C 0.2439 -5.2710 -0.4163
C 2.0622 0.6514 4.0407
O -2.8416 0.8799 -1.7638
F -1.9661 -0.8913 3.4614
C 2.5025 0.8557 6.7157
H 2.1604 -1.4680 -6.2255
H 2.4098 -5.6047 2.1614
S -2.4393 -1.8154 1.0624
Si 1.7800 -1.3881 -0.4846
O -4.2076 0.0575 0.1391
H 2.8399 -3.2421 1.5914
O 2.5690 1.1277 1.7695
H 0.7451 -6.9050 0.8794
C 1.8481 0.5828 2.5698
C 0.8342 -1.3434 -4.5427
H 3.3249 2.3924 3.9702
Br 0.9472 -1.4271 7.4397
N -2.0170 -1.0177 -0.2979
C 0.7333 -1.2771 -3.1630
H -0.0614 -1.3407 -5.1512
F -0.7791 2.1718 0.2541
O -3.5762 -2.6467 0.9301
C -2.7575 -0.5416 2.4411
H -0.0713 -3.4905 -1.5526
Tc -0.2417 -0.5351 0.6362
C 1.7044 -0.1768 6.2413
H 4.0266 -1.2999 -2.3828
O 0.8119 -0.1891 2.2253
C 3.2275 -1.3905 -4.3658
H -0.2492 -1.2035 -2.7081
C 2.8527 1.6493 4.6018
C 0.4806 -3.9436 -0.7345
C 1.4222 -3.1987 -0.0229
F -3.9965 -0.5592 2.8604
H 4.2036 -1.4281 -4.8317
C 1.4706 -0.2831 4.8851
F 0.0433 1.2203 -1.5809
H -0.4807 -5.8429 -0.9823
*
```

The LUMO energy (spin up / spin down) is -0.12595 / -0.11069 Ha. The energy above the lowest of the compared OMol25 structures with the same formula, charge and spin comes out at 3.053 eV. The calculation puts the HOMO energy (spin up / spin down) at -9.25 / -9.11 eV.

Löwdin population analysis, charges in e, atoms 1 to 5:
1 C -0.083
2 C -0.407
3 H 0.108
4 C -0.080
5 H 0.105

=====

No. 2
DFT (ωB97M-V/def2-TZVPD) results for a structure of composition C21H15F9KN4O2.

ORCA input file:
```
! wB97M-V def2-TZVPD RIJCOSX def2/J DEFGRID3
* xyz 1 1
H 5.6423 0.3892 2.1338
H -2.5591 -0.0695 4.0504
H -2.7619 -0.0447 -2.3506
H 3.8658 0.1798 3.8726
C 2.1160 -3.3120 2.8284
C -1.2568 0.3000 2.4623
C 1.1873 -3.3305 1.5723
N 0.6514 0.5880 0.9390
F 1.2072 -4.1347 -0.6799
H 3.4750 0.9027 -1.9192
H -3.3664 1.8166 2.9572
H -3.2744 -1.6416 -1.7808
N -2.4645 -0.1098 0.3613
O 0.9652 -2.1091 1.0826
C -3.5672 0.0062 -0.3839
F 1.4961 -2.7290 3.8735
F 3.1225 -3.8191 0.2565
H 1.8911 1.6018 -1.5367
H 4.9929 0.6412 -0.2420
C -3.4600 1.2809 2.0234
C -2.4131 0.5044 1.5390
C -1.5198 0.0441 3.7787
C 1.0825 0.2532 3.0916
H 1.5794 -0.0767 5.1458
H -0.8299 -0.2984 5.7955
H -4.4659 -0.4562 -2.2850
F -0.1147 -5.1666 2.5511
C 2.9321 0.6381 0.0904
C 3.6365 0.3223 2.8272
H -5.5714 0.7592 -0.5511
F -0.8652 -3.1573 2.7903
N 1.9845 0.5511 1.1026
K -0.5578 -1.7578 -0.8204
C 2.5574 0.7649 -1.3524
F -0.9459 -4.0986 0.8558
C -4.6209 1.3610 1.2767
C 2.2992 0.3671 2.4171
C 4.2242 0.5782 0.5147
C -0.5349 -0.0920 4.7774
C -4.6829 0.7077 0.0629
F 1.9238 -5.5334 0.7989
N 0.0984 0.3893 2.1425
H -5.4603 1.9412 1.6357
H 2.0725 -0.1421 -1.7093
F 3.2177 -2.5855 2.5903
C -0.1824 -3.9711 1.9722
C 1.8742 -4.2364 0.4933
F 2.5115 -4.5214 3.2281
C -3.5173 -0.5763 -1.7666
C 0.7734 0.0282 4.4347
C 4.5952 0.4308 1.8714
O 0.0490 0.7534 -0.1592
*
```

The LUMO energy is -0.13173 Ha. The energy above the lowest of the compared OMol25 structures with the same formula, charge and spin comes out at 0.000 eV. The calculation puts the HOMO energy at -11.00 eV.

Löwdin population analysis, charges in e, atoms 1 to 5:
1 H 0.126
2 H 0.134
3 H 0.091
4 H 0.136
5 C -0.532

=====

No. 3
DFT (ωB97M-V/def2-TZVPD) results for a structure of composition C21H15FO2STc.

ORCA input file:
```
! wB97M-V def2-TZVPD RIJCOSX def2/J DEFGRID3
* xyz 1 1
H 0.8432 -0.7309 5.1259
C -1.7059 -1.5710 3.0573
O -3.3738 -1.8766 1.4060
H 1.7630 -0.3045 -0.2731
C -2.0992 -2.3881 5.3030
H 3.8563 4.8780 -1.0230
C -0.8894 -1.8397 5.7122
C -1.5545 -0.3523 -2.4617
Tc 0.1197 -0.0070 0.2545
C -0.7271 -0.1439 -1.3858
C 3.8412 3.7975 -1.0230
H -2.6998 1.4471 -2.1114
H -0.5633 -1.9376 6.7391
C 3.9280 0.9963 -1.0510
C 1.6145 0.9451 -0.2790
F 6.0512 3.7803 -1.7601
H 1.8283 3.6026 -0.3465
O -1.4811 -0.9910 0.7173
H 5.9611 1.2197 -1.7227
C 2.7275 3.0826 -0.6526
H -2.7267 -2.9181 6.0062
C -3.4492 0.3278 -3.7839
C 2.7572 1.6754 -0.6646
S 0.6759 -0.1031 2.5131
H -4.2523 1.0155 -4.0070
C -2.5925 0.5726 -2.7384
C -3.2815 -0.8248 -4.5526
H -2.1688 -2.6320 -4.9040
H -3.4341 -2.6586 3.6441
C -2.2672 -1.5014 1.6830
C 4.9780 3.0944 -1.4027
C -0.4868 -1.0197 3.4723
H -3.9640 -1.0128 -5.3717
H -0.6110 -2.2191 -3.0090
C -2.4961 -2.2478 3.9900
C -1.4008 -1.5207 -3.2500
C -2.2656 -1.7458 -4.2932
C 5.0442 1.7065 -1.4228
C -0.0967 -1.1628 4.8078
H 0.6473 1.6541 0.1086
H 3.9508 -0.0863 -1.0505
*
```

The LUMO energy is -0.20395 Ha. The energy above the lowest of the compared OMol25 structures with the same formula, charge and spin comes out at 3.858 eV. The calculation puts the HOMO energy at -10.75 eV.

Löwdin population analysis, charges in e, atoms 1 to 5:
1 H 0.097
2 C -0.149
3 O 0.122
4 H 0.095
5 C -0.053

=====

No. 4
DFT (ωB97M-V/def2-TZVPD) results for a structure of composition C21H15IrN4O6 in a non-equilibrium geometry.

ORCA input file:
```
! wB97M-V def2-TZVPD RIJCOSX def2/J DEFGRID3
* xyz 1 6
H -1.1791 -3.0687 0.3386
C 4.0437 -3.6203 0.0011
N -1.5162 1.3987 -0.8804
C -0.1136 -3.2395 0.2397
H 2.2202 -5.6814 0.0884
C 1.9878 -2.3042 0.0511
C 0.5924 1.6392 4.4676
H 5.8638 -2.5501 -0.2020
H -1.1487 1.4113 -1.8230
H -3.4220 1.0492 -1.7572
C 0.8348 2.4320 2.0726
C 4.8622 -0.0396 -0.6035
C -0.2811 -0.5792 4.8861
C 0.4808 1.3567 3.1145
O 0.5449 2.1056 7.1824
C -3.0767 -0.4919 -0.2987
Ir -0.0745 0.0105 0.3892
H -1.2752 2.2616 -0.4035
C -0.3517 -0.7651 3.5168
N 2.1091 0.0496 -0.3147
C 1.7817 -4.6917 0.1151
H -0.5868 -1.3521 5.5744
H 5.9393 -0.0695 -0.7098
N 0.0324 0.1887 2.6634
C 0.4197 -4.5315 0.1751
C -2.9053 1.0169 -0.8028
N 0.6519 -2.1653 0.1862
C 2.7867 1.1453 -0.6106
O -2.0064 -0.9909 0.2003
C 0.2019 0.6365 5.3217
H 4.6832 2.0543 -1.0313
C 4.7836 -2.4999 -0.1583
C 4.1750 1.1363 -0.7749
O 0.1655 -0.1430 7.5634
H -0.7282 -1.6862 3.0908
C 2.7660 -1.1229 -0.1751
C 4.1584 -1.2201 -0.3007
O 0.5095 2.1031 0.8692
H -3.4437 1.5937 -0.0551
H 2.2171 2.0604 -0.6967
H -0.2478 -5.3808 0.1806
H 4.5229 -4.5875 0.0814
H 0.9592 2.6022 4.7892
O 1.3589 3.4513 2.4510
C 0.3328 0.9316 7.0384
O -4.1786 -0.9616 -0.4170
C 2.6151 -3.5579 0.0630
*
```

The LUMO energy (spin up / spin down) is -0.14531 / -0.22177 Ha. The energy above the lowest of the compared OMol25 structures with the same formula, charge and spin comes out at 0.000 eV. The calculation puts the HOMO energy (spin up / spin down) at -11.84 / -12.23 eV.

Löwdin population analysis, charges in e, atoms 1 to 5:
1 H 0.111
2 C 0.004
3 N -0.046
4 C -0.086
5 H 0.133

=====

No. 5
DFT (ωB97M-V/def2-TZVPD) results for a structure of composition C21H15N2O5Ta in a non-equilibrium geometry.

ORCA input file:
```
! wB97M-V def2-TZVPD RIJCOSX def2/J DEFGRID3
* xyz 2 1
C 1.8665 -1.3624 -5.8273
H 4.0292 -1.0012 5.9548
C -2.5394 1.3163 1.7251
C 3.4985 -2.2378 2.3238
C 0.5279 -1.3036 -2.3504
H 5.0989 -3.5909 2.7182
H -1.2057 1.4254 3.4234
O -0.4931 -3.6917 -3.3599
C -3.5841 1.9773 2.4001
C 1.5962 -0.9407 -4.5504
O 1.3649 -1.0063 0.8094
N 0.7275 0.1118 2.6600
Ta -0.1258 -0.4579 -0.1864
O 0.8503 -0.1274 -1.9499
C -1.3080 1.0911 2.3932
O -0.0538 -2.0528 -1.5033
C 4.4864 -2.7930 3.1096
C 4.6875 -2.3398 4.4135
H 1.9748 -0.0007 -4.1771
C 1.5917 -0.6744 2.0877
C -2.7977 0.8046 0.4161
C 0.2802 -2.9740 -4.1626
C 2.8888 -0.7740 4.1707
H -5.6388 2.5484 2.3969
O -1.7831 0.2049 -0.2354
H -3.3729 2.4115 3.3659
C 1.3614 -2.5808 -6.2856
C -4.8476 2.0568 1.8518
H -4.2556 0.5100 -1.1127
C 3.8837 -1.3324 4.9395
H 2.4683 -0.7527 -6.4823
C 0.8045 -1.7372 -3.6927
H 3.3248 -2.5980 1.3202
C -4.0706 0.9038 -0.1242
N -0.3118 0.4185 1.8694
H 2.2422 -0.0067 4.5611
H -0.8349 -4.4838 -3.8069
C 2.6879 -1.2176 2.8466
H 1.5786 -2.9104 -7.2898
C -5.0962 1.4991 0.6025
H -6.0869 1.5363 0.1783
H 0.1976 -4.3138 -5.8277
H 5.4771 -2.7701 5.0112
C 0.5798 -3.3687 -5.4699
*
```

The LUMO energy is -0.34105 Ha. The calculation puts the HOMO energy at -14.17 eV.

Löwdin population analysis, charges in e, atoms 1 to 5:
1 C -0.039
2 H 0.119
3 C -0.130
4 C -0.008
5 C -0.521

=====

No. 6
DFT (ωB97M-V/def2-TZVPD) results for a structure of composition C21H16BBrCaN4O9S.

ORCA input file:
```
! wB97M-V def2-TZVPD RIJCOSX def2/J DEFGRID3
* xyz -2 1
C 4.6550 -0.4138 -1.5633
O 2.4160 -0.3552 -3.3569
O 4.2172 -0.3756 3.4072
C -0.0705 -5.2344 0.2123
H -2.9322 7.2219 -1.0039
H 1.0040 -5.1078 0.2465
O -1.0825 -1.7886 0.7613
C 5.2470 -0.4208 0.7683
C 3.9006 -0.2922 1.0698
C -1.6994 6.8985 0.7176
H -0.4333 6.2935 2.3760
C -1.8604 -6.6200 -0.0356
N -0.5414 -6.4665 0.0120
O 0.9646 -2.6427 0.5782
C -0.8682 4.6961 1.0125
C -2.2697 5.1812 -0.8993
N 2.9883 -0.2148 0.1122
N -1.5061 0.8388 -2.5301
C -2.3505 6.4999 -0.4435
C -2.4549 0.2039 -3.2040
H -1.7799 7.9275 1.0479
O 6.9321 -0.5957 -0.9407
Br -4.6080 -5.8895 0.0227
H -1.7248 1.7261 -2.1036
C -0.8801 -4.1177 0.3743
H -2.7748 4.8504 -1.7978
C -0.9947 -1.7990 -3.2564
Ca 0.6400 -0.0806 0.7543
H -1.0725 -2.7896 -3.7016
C 5.6177 -0.4744 -0.5662
H -2.8941 -3.4157 0.4386
H 5.9625 -0.4880 1.5799
O -0.2146 3.6337 1.5458
O 2.1182 -0.1202 2.6144
C 3.3692 -0.2592 2.5143
C -0.9436 5.9943 1.4695
H 7.4613 -0.6324 -0.1380
S -3.9846 0.8780 -3.5262
H 4.9070 -0.4724 -2.6123
H -0.0694 -1.3322 -3.5981
C -0.2753 -2.7428 0.5931
C 2.1676 -0.2292 -2.1564
C -1.5185 4.3019 -0.1515
O 1.0303 -0.0792 -1.6094
H -2.9490 -1.5023 -4.0651
B -0.4223 2.4888 0.6933
C 3.3355 -0.2826 -1.1678
H -0.9376 -1.8996 -2.1693
O -1.2780 2.9841 -0.3673
H -2.2397 -7.6226 -0.2000
H -0.5682 0.4567 -2.3645
N -2.1609 -1.0320 -3.6586
C -2.7380 -5.5582 0.1116
C -2.2560 -4.2813 0.3200
*
```

The LUMO energy is 0.13624 Ha. The energy above the lowest of the compared OMol25 structures with the same formula, charge and spin comes out at 0.031 eV. The calculation puts the HOMO energy at -2.36 eV.

Löwdin population analysis, charges in e, atoms 1 to 5:
1 C 0.060
2 O 0.007
3 O -0.020
4 C -0.076
5 H 0.085